Entry from the Open Molecules 2025 dataset: C12H20N3 as an isolated structure (wB97M-V/def2-TZVPD).

The value obtained for the total energy is -633.20723 Ha. The calculation puts the HOMO energy at -11.36 eV. For the HOMO-LUMO gap, the calculation gives 0.3047 hartree. Its multiplicity is 1. The energy above the lowest of the compared OMol25 structures with the same formula, charge and spin comes out at 44.9 kcal/mol. The net charge is +1.

Atoms and positions in Å:
C 3.3991 -2.0075 2.0483
N 2.8179 -0.9510 1.2153
C 3.6874 0.1738 0.8495
C 1.5107 -0.9841 0.9104
C 0.8378 -0.0053 0.1848
C -0.4528 -0.2365 -0.4314
C -0.9002 0.7431 -1.5083
C -1.5413 0.2843 -2.6562
C -1.9405 1.1877 -3.6484
C -1.6917 2.5556 -3.5116
C -1.0122 3.0059 -2.3683
C -0.6066 2.1019 -1.3769
H 4.4751 -1.8226 2.1479
H 2.9211 -1.9997 3.0439
H 3.2231 -2.9988 1.5932
H 4.6906 -0.0565 1.2264
H 3.7302 0.3099 -0.2445
H 3.3204 1.1078 1.3071
H 1.0065 -1.9396 1.1560
H 1.3989 0.9051 -0.1151
H -0.6624 -1.2969 -0.6773
H -1.7117 -0.7802 -2.8075
H -2.4690 0.8311 -4.5325
H -2.0648 3.2766 -4.2547
H -0.8098 4.0772 -2.2396
H -0.0192 2.4637 -0.5203
C -2.8207 -1.7344 2.0783
N -1.9876 -0.5207 2.1414
N -1.8034 0.0898 0.8729
H -3.0922 -1.9925 3.1148
H -3.7503 -1.5022 1.5242
H -2.3095 -2.6025 1.6203
H -1.0906 -0.6857 2.6039
H -2.6150 -0.1063 0.2525
H -1.6675 1.1094 1.0015

Here is what Mulliken gives for the atomic charges, in e: C -0.778; N 0.070; C -0.941; C -0.357; C -0.932; C 0.376; C 0.848; C -0.484; C -0.506; C -0.478; C -0.692; C -0.449; H 0.239; H 0.322; H 0.303; H 0.301; H 0.341; H 0.338; H 0.455; H 0.287; H 0.514; H 0.343; H 0.387; H 0.376; H 0.373; H 0.312; C -0.833; N -0.618; N -0.126; H 0.343; H 0.319; H 0.272; H 0.255; H 0.427; H 0.394